{
  "formula": "C42H35ClN2PS2SbSc",
  "method": "ωB97M-V/def2-TZVPD",
  "charge": 3,
  "e_above_lowest_kj_mol": 51.3,
  "multiplicity": 1,
  "orbital_gap_ev": 5.893,
  "symbols": ["Sc", "Cl", "C", "C", "C", "C", "C", "C", "P", "C", "C", "C", "C", "C", "C", "C", "C", "C", "C", "C", "C", "H", "H", "H", "H", "H", "H", "H", "H", "H", "H", "H", "H", "H", "H", "S", "Sb", "C", "C", "C", "C", "C", "C", "C", "C", "C", "C", "C", "C", "C", "C", "C", "C", "C", "C", "H", "H", "H", "H", "H", "H", "H", "H", "H", "H", "H", "H", "H", "H", "H", "N", "C", "S", "C", "C", "C", "N", "C", "C", "H", "H", "H", "H", "H", "H"],
  "positions_angstrom": [[-0.2206, -0.1390, -0.1544], [-1.5486, -1.8354, 1.2319], [-2.1422, -3.1363, 0.1215], [-2.9458, -4.0708, 0.7371], [-3.4230, -5.1188, -0.0402], [-3.0861, -5.2082, -1.3835], [-2.2753, -4.2476, -1.9630], [-1.7865, -3.1682, -1.2178], [-0.7059, -1.9532, -1.9999], [0.7023, -2.8605, -2.6615], [1.5859, -3.4570, -1.7597], [2.6397, -4.2206, -2.2274], [2.8196, -4.3865, -3.5962], [1.9375, -3.8044, -4.4951], [0.8723, -3.0452, -4.0329], [-1.5989, -1.1261, -3.3227], [-0.8961, -0.1892, -4.0878], [-1.5575, 0.5403, -5.0599], [-2.9187, 0.3452, -5.2669], [-3.6182, -0.5758, -4.5012], [-2.9643, -1.3110, -3.5224], [-3.1896, -3.9970, 1.7875], [-4.0544, -5.8697, 0.4149], [-3.4531, -6.0321, -1.9797], [-2.0067, -4.3284, -3.0100], [1.4373, -3.3541, -0.6876], [3.3251, -4.6833, -1.5312], [3.6457, -4.9820, -3.9605], [2.0701, -3.9496, -5.5584], [0.1804, -2.6073, -4.7400], [0.1713, -0.0470, -3.9489], [-1.0125, 1.2535, -5.6632], [-3.4322, 0.9099, -6.0332], [-4.6752, -0.7302, -4.6697], [-3.5199, -2.0248, -2.9281], [-2.0906, 1.1847, -0.8881], [-2.4552, 2.3892, 1.0996], [-3.7130, 4.0075, 0.7643], [-4.1865, 4.6935, 1.8815], [-5.0148, 5.7874, 1.6971], [-5.3675, 6.1797, 0.4116], [-4.8974, 5.4842, -0.6947], [-4.0630, 4.3913, -0.5249], [-3.1689, 1.0423, 2.5362], [-4.4571, 0.5298, 2.4128], [-4.9111, -0.4058, 3.3291], [-4.0847, -0.8246, 4.3655], [-2.8011, -0.3092, 4.4909], [-2.3378, 0.6240, 3.5746], [-0.4976, 2.8590, 1.7190], [-0.2580, 3.5100, 2.9256], [1.0440, 3.7966, 3.3085], [2.1150, 3.4296, 2.5015], [1.8876, 2.7790, 1.2978], [0.5821, 2.5005, 0.9107], [-3.9331, 4.3813, 2.8891], [-5.3898, 6.3299, 2.5536], [-6.0177, 7.0325, 0.2718], [-5.1812, 5.7943, -1.6906], [-3.6936, 3.8516, -1.3894], [-5.1163, 0.8625, 1.6186], [-5.9169, -0.7949, 3.2471], [-4.4513, -1.5408, 5.0886], [-2.1702, -0.6179, 5.3137], [-1.3433, 1.0411, 3.6960], [-1.0745, 3.8103, 3.5719], [1.2241, 4.3184, 4.2387], [3.1243, 3.6714, 2.8051], [2.7178, 2.5227, 0.6524], [0.3926, 2.1332, -0.1101], [6.4192, -2.2152, 1.7070], [5.7633, -2.2047, 0.5422], [6.2786, -2.8771, -0.8592], [4.3953, -1.6108, 0.5669], [3.4895, -1.9113, 1.5831], [2.1986, -1.4289, 1.4996], [1.7831, -0.6511, 0.4856], [2.6761, -0.3388, -0.4825], [3.9693, -0.7973, -0.4875], [7.3418, -2.6258, 1.7402], [6.1488, -1.6215, 2.4744], [3.7712, -2.5444, 2.4137], [1.4656, -1.6694, 2.2608], [2.3283, 0.3069, -1.2902], [4.6468, -0.5578, -1.2949]]
}

---

{
  "formula": "C3H6O2S2",
  "method": "ωB97M-V/def2-TZVPD",
  "e_above_lowest_kj_mol": 444.1,
  "smiles": "OC[C@@]1(S)O[C@H]1S",
  "multiplicity": 1,
  "orbital_gap_ev": 8.048,
  "symbols": ["O", "C", "C", "S", "O", "C", "S", "H", "H", "H", "H", "H", "H"],
  "positions_angstrom": [[-1.8281, 0.5157, 0.1842], [-0.6663, 1.1393, 0.5979], [0.5209, 0.5031, 0.0058], [1.1884, 1.3368, -1.4443], [1.3596, -0.4221, 0.6406], [0.7230, -1.3579, -0.1716], [-0.5826, -2.3708, 0.4891], [-2.5454, 1.0003, 0.5294], [-0.6899, 2.1845, 0.4406], [-0.3138, 0.9293, 1.6611], [2.4660, 1.1615, -1.1534], [1.1583, -1.5275, -1.0596], [-0.7903, -3.0922, -0.7198]]
}

---

{
  "formula": "C3H8ClNSi",
  "method": "ωB97M-V/def2-TZVPD",
  "multiplicity": 3,
  "orbital_gap_ev": [4.254, 4.676],
  "symbols": ["C", "C", "C", "N", "Si", "Cl", "H", "H", "H", "H", "H", "H", "H", "H"],
  "positions_angstrom": [[-0.2890, 1.8074, -2.0413], [0.4302, 1.1622, -1.1074], [-0.8014, -0.9944, 1.9934], [0.4601, -0.6486, 1.3556], [0.5112, -0.5606, -0.5712], [2.1751, -1.4453, -1.2686], [-0.1866, 2.9227, -2.2155], [-0.9422, 1.3630, -2.8482], [0.9660, 1.8773, -0.5850], [-0.6451, -1.8082, 2.7806], [-1.0352, -0.1060, 2.5614], [-1.5816, -1.0653, 1.2881], [1.3337, -1.0750, 1.7568], [-0.3951, -1.4293, -1.0986]]
}

---

{
  "formula": "C4H34N3O10",
  "method": "ωB97M-V/def2-TZVPD",
  "charge": 1,
  "e_above_lowest_kj_mol": 139.9,
  "multiplicity": 1,
  "orbital_gap_ev": 9.225,
  "symbols": ["N", "C", "C", "N", "C", "C", "N", "H", "H", "H", "H", "H", "H", "H", "H", "H", "H", "H", "H", "H", "H", "H", "H", "O", "H", "H", "O", "H", "H", "O", "H", "H", "O", "H", "H", "O", "H", "H", "O", "H", "H", "O", "H", "H", "O", "H", "H", "O", "H", "H", "O"],
  "positions_angstrom": [[1.4044, -0.9583, -0.2235], [0.7222, -1.5716, 0.9528], [1.3516, -1.3353, 2.3225], [1.9091, 0.0708, 2.2077], [0.8320, 1.0575, 2.0798], [1.2937, 2.4066, 2.5779], [0.2696, 3.4430, 2.4334], [0.9187, -1.2087, -1.0829], [2.3786, -1.2534, -0.2299], [1.4496, 0.1024, -0.1528], [0.4275, -2.5962, 0.7271], [-0.3580, -1.2123, 0.9909], [2.1583, -2.0352, 2.5304], [0.6046, -1.3734, 3.0856], [2.5215, 0.0950, 3.0276], [0.6566, 1.0688, 0.9845], [-0.1430, 0.8370, 2.5219], [2.1664, 2.6981, 1.9968], [1.5652, 2.5087, 3.6239], [0.1646, 3.8478, 1.5027], [-0.6478, 3.1366, 2.6923], [2.8371, 0.8036, -2.6001], [1.3319, 0.2125, -2.9096], [2.1171, 0.2334, -2.3400], [-1.4252, 1.1840, 0.9800], [-2.6004, 1.1075, 0.0760], [-1.6199, 0.9996, 0.0576], [0.1236, 1.5616, -2.4572], [-0.5525, 1.4488, -3.8622], [-0.2875, 0.9368, -3.0881], [-1.9846, 4.1861, -0.9466], [-1.2705, 2.8689, -1.1982], [-1.1187, 3.7858, -0.8634], [-2.4295, -1.3954, 2.0767], [-2.3525, -0.7043, 3.4862], [-1.8751, -0.8842, 2.6687], [2.1097, -2.8024, -2.5410], [0.8907, -3.8013, -1.9104], [1.3760, -2.9819, -1.9619], [-3.1532, -2.7682, -0.1549], [-2.0180, -3.7208, 0.3222], [-2.8549, -3.3219, 0.5636], [-1.8157, -3.9516, -1.8139], [-1.2862, -2.4787, -1.6138], [-1.1481, -3.4111, -1.3982], [0.8401, 3.7573, -1.0247], [1.8928, 3.0223, -0.2429], [1.4918, 3.0165, -1.1201], [-1.6570, -0.3955, -2.1016], [-2.5337, -0.8575, -3.2223], [-2.1955, -1.1780, -2.3746]]
}

---

Repeat the third record exactly.
{
  "formula": "C3H8ClNSi",
  "method": "ωB97M-V/def2-TZVPD",
  "multiplicity": 3,
  "orbital_gap_ev": [4.254, 4.676],
  "symbols": ["C", "C", "C", "N", "Si", "Cl", "H", "H", "H", "H", "H", "H", "H", "H"],
  "positions_angstrom": [[-0.2890, 1.8074, -2.0413], [0.4302, 1.1622, -1.1074], [-0.8014, -0.9944, 1.9934], [0.4601, -0.6486, 1.3556], [0.5112, -0.5606, -0.5712], [2.1751, -1.4453, -1.2686], [-0.1866, 2.9227, -2.2155], [-0.9422, 1.3630, -2.8482], [0.9660, 1.8773, -0.5850], [-0.6451, -1.8082, 2.7806], [-1.0352, -0.1060, 2.5614], [-1.5816, -1.0653, 1.2881], [1.3337, -1.0750, 1.7568], [-0.3951, -1.4293, -1.0986]]
}